No. 1
81
Properties=species:S:1:pos:R:3:lowdin_spin:R:1 method="wB97M-V/def2-TZVPD" e_lumo_ev="-3.74 / -5.91" total_charge=+1 multiplicity=6
Fe 16.5161 9.0173 10.2724 3.781
C 19.3238 11.9397 11.0997 0.002
C 17.8438 11.9270 11.3241 0.009
C 17.4182 11.4613 12.7293 0.029
C 17.8498 12.1786 13.8445 -0.003
C 17.3915 11.9806 15.1016 0.029
C 16.6501 10.8301 15.3461 -0.004
C 16.3704 9.9313 14.3049 0.025
C 15.7128 8.6080 14.5876 0.002
C 14.4616 8.5875 15.4650 0.001
C 16.6137 10.3614 12.9948 0.017
N 15.9004 9.8153 11.9672 0.153
C 14.6696 9.2960 12.1023 0.000
C 14.1380 8.3839 11.1835 0.089
C 12.9492 7.6581 10.9929 0.002
C 13.1009 6.8684 9.8102 0.088
C 14.3576 7.2605 9.2807 0.028
N 14.9329 8.1729 10.0473 0.142
H 19.5144 11.6775 10.0663 0.000
H 19.8501 11.4035 11.8695 0.000
H 19.6699 12.9781 11.2241 0.000
H 17.3678 11.2717 10.5912 0.001
H 17.4559 12.9172 11.2048 0.001
H 18.5144 13.0353 13.7194 -0.001
H 17.4322 12.7110 15.9361 0.001
H 16.4022 10.5928 16.3971 -0.001
H 16.4160 8.0261 15.2845 0.002
H 15.5277 7.9948 13.7200 -0.001
H 13.5421 8.9150 14.9833 0.000
H 14.6385 9.1419 16.3871 0.000
H 14.2790 7.5624 15.8002 0.000
H 14.0166 9.5784 12.9209 0.000
H 12.1004 7.8920 11.6014 -0.001
H 12.4490 6.1961 9.2673 0.005
H 14.8280 6.7568 8.4165 0.001
O 17.3018 5.7648 5.4681 0.000
C 16.9013 7.0486 6.0933 0.000
C 18.0880 8.0679 6.1405 0.001
C 18.4307 8.5705 7.5580 0.005
C 18.6368 7.5451 8.5825 0.011
C 19.6409 6.6247 8.2921 0.000
C 20.0916 5.8226 9.3008 0.006
C 19.5277 5.8903 10.5704 0.000
C 18.5573 6.8852 10.7945 0.010
N 18.1328 7.7226 9.8487 0.039
H 16.5473 5.1936 5.3091 0.000
H 16.4834 6.8892 7.1270 0.000
H 16.0721 7.4427 5.4736 0.000
H 17.7745 8.9961 5.6777 0.000
H 18.9875 7.6436 5.7149 0.000
H 17.5536 9.1355 7.8855 0.002
H 19.2838 9.2574 7.5127 0.000
H 19.8858 6.4590 7.2570 0.000
H 20.9010 5.0758 9.0458 0.000
H 19.8646 5.3240 11.4243 0.000
H 18.2680 7.1327 11.7754 0.001
S 13.3084 13.8637 7.5423 0.046
P 12.8091 12.5218 8.8157 0.036
S 13.9317 10.8218 8.9030 0.397
C 12.9545 13.2493 10.4741 0.006
C 12.3461 12.5391 11.5878 0.002
C 12.0492 13.2755 12.7423 0.000
C 12.6382 14.5457 12.9318 0.002
C 13.3557 15.1335 11.9267 0.000
C 13.4818 14.4799 10.6929 0.002
C 11.1289 11.8643 8.5058 0.014
C 10.8070 10.4941 8.6300 0.010
C 9.5006 10.0869 8.6507 0.001
C 8.4974 10.9678 8.2965 0.000
C 8.8351 12.2948 8.0846 0.001
C 10.1363 12.7757 8.3728 0.003
H 11.9653 11.5032 11.4117 0.000
H 11.4556 12.7740 13.4903 0.000
H 12.4752 15.0285 13.8676 0.000
H 13.8402 16.1023 12.1918 0.000
H 13.9589 14.9108 9.8117 0.000
H 11.6161 9.7316 8.7169 0.007
H 9.1852 9.0420 8.7736 0.000
H 7.4855 10.5608 8.1746 0.000
H 8.1391 13.0470 7.6868 0.000
H 10.3518 13.8800 8.2809 0.001


No. 2
86
Properties=species:S:1:pos:R:3:mulliken_charge:R:1 method="wB97M-V/def2-TZVPD" e_lumo_ev=2.09 total_charge=-1
Sn 0.4466 0.7350 0.3460 1.163
N -2.6138 -0.8594 0.7183 -0.010
C -2.9754 -2.1934 1.1906 -0.979
C -1.9129 -3.1980 0.7795 0.070
N -0.6656 -2.9385 1.4791 -0.297
C 0.4724 -3.6236 0.8924 -0.024
C 1.7900 -3.0664 1.4008 -1.081
N 2.0922 -1.7772 0.7751 -0.035
H -3.2490 -0.1571 1.0769 0.223
H -2.6608 -0.8000 -0.2943 -0.245
H -3.9551 -2.5385 0.8310 0.464
H -3.0061 -2.1657 2.2824 0.387
H -1.7835 -3.1606 -0.3158 -0.130
H -2.2557 -4.2065 1.0365 0.349
H -0.4946 -1.9346 1.4704 0.063
H 0.4607 -3.5676 -0.2095 -0.126
H 0.4160 -4.6836 1.1639 0.407
H 2.5758 -3.8118 1.2194 0.464
H 1.7121 -2.9119 2.4794 0.368
H 2.2263 -1.8849 -0.2251 -0.110
H 2.9493 -1.3884 1.1501 0.176
O -0.8863 3.4610 5.0702 -0.781
C -0.8243 2.7701 4.0410 0.054
O -0.0099 1.8423 3.7973 -0.672
C -1.8347 3.0749 2.9427 0.188
C -2.9465 3.8556 3.2285 -0.563
C -3.7974 4.2088 2.1980 -0.286
C -3.5053 3.7852 0.9164 -0.752
C -2.3785 2.9950 0.7126 0.399
N -1.5662 2.6474 1.7044 0.399
C -2.0868 2.5102 -0.7069 -0.120
O -2.8996 2.8447 -1.5645 -0.734
O -1.0440 1.7964 -0.9424 -0.350
H -3.1093 4.1773 4.2474 0.478
H -4.6721 4.8213 2.3839 0.394
H -4.1132 4.0453 0.0620 0.512
C -3.5635 0.4150 -4.8039 -0.643
C -2.2882 0.9500 -4.8942 -0.551
C -1.2483 0.4185 -4.1468 -0.640
C -1.4769 -0.6550 -3.2929 0.340
C -2.7724 -1.1605 -3.1773 -0.345
C -3.8091 -0.6382 -3.9363 -0.661
P -0.1840 -1.3861 -2.2183 1.424
C 0.1575 -2.9600 -3.1289 0.262
C -0.6371 -3.4900 -4.1420 -0.504
C -0.2760 -4.6688 -4.7849 -0.648
C 0.8821 -5.3393 -4.4256 -0.573
C 1.6677 -4.8393 -3.3949 -0.846
C 1.3023 -3.6689 -2.7522 -0.021
C 1.3272 -0.4271 -2.6177 -0.026
C 1.9716 -0.5907 -3.8481 -0.352
C 3.1227 0.1233 -4.1298 -0.804
C 3.6331 0.9884 -3.1702 -0.884
C 2.9807 1.1458 -1.9565 -0.258
C 1.8052 0.4564 -1.6264 0.206
H -4.3711 0.8359 -5.3898 0.355
H -2.1070 1.8085 -5.5284 0.372
H -0.2611 0.8560 -4.2045 0.349
H -2.9690 -1.9752 -2.4853 0.363
H -4.8094 -1.0421 -3.8368 0.412
H -1.5326 -2.9688 -4.4505 0.376
H -0.9036 -5.0564 -5.5783 0.409
H 1.1697 -6.2465 -4.9427 0.353
H 2.5694 -5.3608 -3.0976 0.432
H 1.9302 -3.2741 -1.9599 0.182
H 1.5685 -1.2690 -4.5915 0.488
H 3.6166 0.0029 -5.0875 0.377
H 4.5426 1.5428 -3.3755 0.387
H 3.4120 1.8283 -1.2319 0.166
C 3.2231 1.6894 5.2305 -1.143
C 3.7430 2.2765 3.9617 1.100
C 4.9755 2.8525 3.8026 -1.077
C 5.2998 3.3386 2.5244 0.879
N 4.4290 3.3739 1.5347 -0.532
C 3.1886 2.8735 1.7263 0.206
S 1.9846 3.0854 0.5651 -0.440
N 2.9195 2.2361 2.9004 0.434
C 6.6826 3.8312 2.2205 -1.224
H 3.8816 1.9202 6.0645 0.370
H 3.1285 0.6061 5.1289 0.256
H 2.2145 2.0671 5.4187 0.288
H 5.6663 2.9258 4.6294 0.360
H 1.9932 1.7757 3.0096 -0.217
H 7.1456 4.2829 3.0978 0.354
H 6.6431 4.5479 1.4042 0.363
H 7.3006 2.9878 1.9047 0.260


No. 3
120
Properties=species:S:1:pos:R:3:mulliken_charge:R:1 method="wB97M-V/def2-TZVPD" e_lumo_ev=-0.43
C -6.6337 5.1034 0.3070 -0.401
C -7.8410 5.2146 -0.7344 -0.633
C -7.9089 3.9646 -1.6910 -0.412
C -7.6664 4.2773 -3.2171 -0.496
C -6.4295 5.2166 -3.5270 -0.672
C -5.1731 4.3565 -3.9206 -1.076
C -4.4433 3.6868 -2.6923 0.482
C -3.4754 2.5321 -3.1286 0.343
C -3.0254 2.3960 -4.4017 -0.513
C -2.0233 1.2552 -4.7829 -0.454
O -2.0775 0.6654 -5.8316 -0.517
C -0.9796 0.9232 -3.6622 0.035
C 0.3979 0.5509 -3.9518 0.598
C 0.8931 0.4929 -5.4243 -0.987
C 1.0748 -0.9593 -5.9898 0.390
O -0.0683 -1.7882 -5.7443 -0.515
C 1.2489 -0.8136 -7.5735 -0.648
N -0.0961 -0.6393 -8.2131 -0.531
C 1.2731 0.2805 -2.8214 -0.505
C 0.7715 0.3801 -1.4497 0.423
C 1.8057 0.1026 -0.3109 -1.394
C 1.9792 -1.4620 -0.1084 -0.390
O 1.8386 -1.7554 1.2954 -0.491
Si 0.3942 -2.5824 1.6991 0.690
C 0.6467 -4.4898 1.8093 -0.610
C -1.1075 -2.1327 0.6213 -0.905
C -0.0589 -2.0040 3.4798 -0.731
C -0.6167 0.7549 -1.1636 -0.783
C -1.4914 1.0337 -2.2806 0.608
C -2.9746 1.4854 -2.0760 -0.244
O -3.6945 1.0522 -1.2120 -0.597
H -7.0440 4.5129 1.1733 0.366
H -5.7490 4.5821 -0.1324 0.190
H -6.3367 6.1278 0.6455 -0.238
H -8.7916 5.2784 -0.1500 0.392
H -7.7300 6.1878 -1.2917 0.374
H -8.9677 3.5540 -1.6083 0.086
H -7.2505 3.1122 -1.3603 0.432
H -7.4519 3.2848 -3.7113 0.245
H -8.5825 4.6683 -3.7392 0.239
H -6.6960 5.8131 -4.4472 0.276
H -6.2018 5.9645 -2.7290 0.391
H -5.4608 3.5115 -4.6089 0.437
H -4.4291 5.0040 -4.4683 0.379
H -5.1416 3.3361 -1.8905 -0.076
H -3.7909 4.4677 -2.1989 0.204
H -3.2963 3.0869 -5.2290 0.368
H 1.9041 0.9923 -5.4499 0.340
H 0.2561 1.1027 -6.1204 0.467
H 1.9954 -1.4536 -5.5818 0.290
H 0.0713 -2.5877 -6.2841 0.355
H 1.7974 -1.7001 -7.9847 0.397
H 1.8188 0.1393 -7.7674 0.260
H -0.3280 0.3588 -8.1600 0.224
H 0.0790 -0.7918 -9.2125 0.253
H 2.3479 0.0231 -2.9738 0.427
H 1.5265 0.6483 0.6267 0.432
H 2.8058 0.5188 -0.6149 0.424
H 1.3134 -2.0690 -0.7756 0.351
H 3.0402 -1.7209 -0.3898 0.287
H -0.1465 -5.0509 1.2518 0.405
H 1.6273 -4.7835 1.3323 -0.111
H 0.6375 -4.8359 2.8776 0.175
H -0.9151 -2.1862 -0.4823 0.255
H -1.9322 -2.8686 0.8298 0.451
H -1.4803 -1.1244 0.9378 0.170
H 0.1299 -0.8921 3.4813 0.248
H -1.1548 -2.1343 3.6557 0.328
H 0.5847 -2.5043 4.2459 -0.019
H -0.9819 0.8224 -0.1167 0.619
C 0.6297 -4.2612 6.9564 0.318
Cl 0.5500 -2.5767 7.4995 -0.091
Cl 2.1718 -4.5413 6.1353 -0.056
Cl 0.4970 -5.3409 8.3569 -0.112
Cl -0.6995 -4.5869 5.8309 -0.075
C 6.0050 -6.2335 7.6963 0.128
Cl 6.1619 -7.3389 6.3146 -0.034
Cl 6.7082 -4.6558 7.2802 -0.035
Cl 4.2913 -6.0268 8.0911 -0.053
Cl 6.8592 -6.9122 9.0986 -0.005
C 10.4067 -6.3416 5.7663 0.257
Cl 9.6595 -6.0844 4.1786 -0.109
Cl 11.3723 -4.9209 6.2007 -0.071
Cl 9.1406 -6.5887 6.9795 0.029
Cl 11.4535 -7.7712 5.7023 -0.099
C -4.3354 8.5967 2.3017 0.373
Cl -3.9192 6.8760 2.3410 -0.076
Cl -5.7957 8.8240 1.3241 -0.112
Cl -4.6308 9.1688 3.9518 -0.096
Cl -2.9988 9.5237 1.5831 -0.135
C 0.0327 6.4844 0.3813 0.188
Cl -1.0429 7.7775 0.9492 0.010
Cl -0.9308 5.2180 -0.4024 0.013
Cl 1.1952 7.1472 -0.7823 -0.111
Cl 0.9067 5.7922 1.7602 -0.108
C -12.0371 3.4316 -3.1494 0.353
Cl -11.5470 1.9008 -2.4030 -0.103
Cl -11.5516 3.4402 -4.8538 -0.099
Cl -13.7967 3.6088 -3.0348 -0.105
Cl -11.2510 4.7770 -2.3058 -0.077
C 3.4715 -7.8083 1.2705 0.313
Cl 5.0789 -8.5558 1.2636 -0.104
Cl 2.2521 -9.0254 0.8563 -0.106
Cl 3.1321 -7.1545 2.8785 -0.024
Cl 3.4251 -6.4953 0.0792 -0.101
C 7.8472 -7.1575 13.1599 0.356
Cl 6.7121 -5.8892 13.6519 -0.093
Cl 6.9513 -8.4973 12.4185 -0.095
Cl 9.0023 -6.4946 11.9879 -0.081
Cl 8.7242 -7.7500 14.5811 -0.098
C 11.5077 -0.9130 4.3296 0.323
Cl 12.2663 -1.5039 2.8409 -0.094
Cl 12.6787 -0.9866 5.6586 -0.096
Cl 10.9799 0.7630 4.0990 -0.101
Cl 10.1084 -1.9258 4.7208 -0.036
C 4.9675 0.9259 -7.6547 0.361
Cl 3.8293 2.2855 -7.6534 -0.111
Cl 6.6237 1.5437 -7.7680 -0.104
Cl 4.7835 -0.0001 -6.1537 -0.076
Cl 4.6327 -0.1256 -9.0414 -0.099


Energy above the lowest of the compared OMol25 structures with the same formula, charge and spin for the records above, in order: 98.0 21.7 0.0 kcal per mole
Strongest force on any atom for the records above, in order: 3.5 0.9 2.3 eV/A